{"formula": "C48H52CuN5O4P2S", "method": "ωB97M-V/def2-TZVPD", "mol_weight_g_mol": 920.5, "gap_ev": 7.55, "e_above_lowest_kcal_mol": 1.5, "total_energy_ha": -5156.44378, "multiplicity": 1, "elements": ["Cu", "C", "N", "C", "P", "C", "C", "C", "C", "C", "C", "C", "C", "C", "C", "C", "C", "C", "C", "C", "C", "C", "C", "P", "C", "C", "C", "C", "C", "C", "C", "C", "C", "C", "C", "C", "H", "H", "H", "H", "H", "H", "H", "H", "H", "H", "H", "H", "H", "H", "H", "H", "H", "H", "H", "H", "H", "H", "H", "H", "H", "H", "H", "H", "H", "C", "N", "C", "N", "C", "N", "C", "N", "C", "C", "H", "H", "H", "H", "H", "H", "H", "H", "H", "H", "H", "H", "C", "S", "C", "H", "H", "H", "H", "H", "H", "O", "C", "O", "C", "C", "C", "C", "O", "C", "O", "C", "C", "H", "H", "H", "H", "H"], "coordinates": [[0.640, 0.491, -0.351], [-3.392, 0.571, -0.782], [-3.316, 0.185, 0.608], [-2.629, 1.142, 1.461], [-0.791, 0.874, 1.533], [-0.211, 2.380, 2.386], [0.799, 2.297, 3.342], [1.358, 3.445, 3.879], [0.914, 4.694, 3.471], [-0.084, 4.788, 2.513], [-0.635, 3.638, 1.968], [-0.734, -0.396, 2.841], [-0.293, -1.674, 2.522], [-0.336, -2.687, 3.472], [-0.808, -2.425, 4.747], [-1.241, -1.145, 5.078], [-1.206, -0.140, 4.128], [-4.351, -0.583, 1.184], [-5.645, -0.619, 0.662], [-6.616, -1.418, 1.249], [-6.329, -2.173, 2.373], [-5.048, -2.124, 2.906], [-4.066, -1.350, 2.316], [-1.882, 0.116, -1.780], [-2.478, -1.368, -2.666], [-2.045, -1.671, -3.957], [-2.386, -2.871, -4.556], [-3.158, -3.801, -3.874], [-3.587, -3.517, -2.587], [-3.248, -2.313, -1.988], [-2.008, 1.441, -3.038], [-2.900, 1.439, -4.107], [-2.964, 2.519, -4.973], [-2.144, 3.622, -4.775], [-1.260, 3.642, -3.706], [-1.194, 2.555, -2.847], [-3.533, 1.656, -0.886], [-4.239, 0.088, -1.264], [-3.030, 1.071, 2.474], [-2.830, 2.161, 1.109], [1.169, 1.331, 3.660], [2.151, 3.359, 4.610], [1.350, 5.591, 3.890], [-0.430, 5.757, 2.179], [-1.388, 3.740, 1.195], [0.093, -1.866, 1.531], [0.009, -3.680, 3.213], [-0.836, -3.212, 5.488], [-1.606, -0.935, 6.074], [-1.545, 0.855, 4.394], [-5.909, -0.014, -0.192], [-7.612, -1.433, 0.826], [-7.091, -2.790, 2.829], [-4.800, -2.711, 3.781], [-3.062, -1.353, 2.717], [-1.438, -0.965, -4.510], [-2.042, -3.082, -5.560], [-3.420, -4.740, -4.341], [-4.186, -4.234, -2.042], [-3.582, -2.128, -0.974], [-3.541, 0.582, -4.274], [-3.656, 2.502, -5.804], [-2.194, 4.464, -5.453], [-0.619, 4.497, -3.543], [-0.495, 2.568, -2.015], [2.931, -0.628, -1.873], [3.802, -0.851, -3.019], [4.341, 0.444, -3.436], [3.284, 1.390, -3.796], [2.416, 1.574, -2.639], [1.815, 0.297, -2.192], [1.072, -0.281, -3.329], [1.914, -0.493, -4.498], [3.003, -1.392, -4.116], [2.495, 0.797, -4.876], [3.512, -0.197, -1.060], [2.502, -1.570, -1.535], [4.992, 0.296, -4.300], [4.929, 0.863, -2.617], [1.609, 2.260, -2.905], [2.977, 1.990, -1.801], [0.275, 0.416, -3.597], [0.635, -1.228, -3.005], [3.648, -1.556, -4.982], [2.578, -2.350, -3.807], [1.688, 1.483, -5.144], [3.139, 0.653, -5.747], [-1.236, -3.712, 0.122], [0.084, -3.394, -1.072], [1.551, -3.703, -0.065], [-1.979, -4.362, -0.335], [-1.721, -2.791, 0.449], [-0.824, -4.214, 0.997], [1.429, -4.623, 0.506], [1.791, -2.867, 0.592], [2.383, -3.853, -0.752], [2.373, 1.590, 0.597], [2.655, 0.539, 1.221], [2.072, -0.559, 1.020], [3.714, 0.606, 2.284], [3.886, -0.459, 3.156], [4.828, -0.412, 4.189], [5.576, 0.735, 4.283], [6.544, 1.038, 5.204], [7.074, 2.302, 4.806], [6.263, 2.817, 3.756], [5.406, 1.798, 3.412], [4.480, 1.775, 2.405], [3.266, -1.334, 3.021], [4.962, -1.231, 4.879], [8.097, 2.162, 4.439], [7.040, 2.985, 5.656], [4.312, 2.607, 1.740]]}